(1)
ORCA calculation (the ωB97M-V functional and the def2-TZVPD basis) on a structure of composition C35H38N3O2PdS at a distorted geometry.

Results
* E_tot: -59792.725 eV
* charge: -1
* spin multiplicity: 3
* expectation value of S²: 2.0743

Positions of all 80 atoms, in Å:
Pd1 -0.605 -0.524 -0.422
C1 -2.421 1.932 3.085
C2 -2.170 2.878 1.946
C3 -2.919 4.039 1.843
C4 -2.824 4.871 0.741
C5 -2.045 4.475 -0.334
C6 -1.294 3.318 -0.273
C7 -0.579 2.796 -1.480
C8 -1.260 2.552 0.914
N1 -0.413 1.477 0.971
C9 0.340 1.178 2.025
C10 0.691 2.208 3.071
C11 0.936 -0.097 2.116
C12 1.759 -0.457 3.328
N2 0.668 -1.023 1.198
C13 1.328 -2.236 1.132
C14 2.723 -2.297 0.926
C15 3.519 -1.049 0.686
C16 3.347 -3.532 0.897
C17 2.635 -4.704 1.080
C18 1.262 -4.649 1.244
C19 0.599 -3.436 1.264
C20 -0.890 -3.376 1.396
H1 -3.492 1.866 3.272
H2 -1.947 2.266 4.008
H3 -2.049 0.942 2.830
H4 -3.602 4.292 2.647
H5 -3.395 5.789 0.696
H6 -2.021 5.079 -1.232
H7 -0.366 3.581 -2.202
H8 -1.232 2.049 -1.958
H9 0.348 2.298 -1.198
H10 0.131 3.124 2.907
H11 1.754 2.444 3.007
H12 0.493 1.839 4.076
H13 1.127 -0.457 4.217
H14 2.566 0.253 3.490
H15 2.186 -1.450 3.215
H16 2.886 -0.287 0.238
H17 4.345 -1.252 0.008
H18 3.936 -0.643 1.608
H19 4.415 -3.572 0.730
H20 3.147 -5.655 1.080
H21 0.695 -5.564 1.368
H22 -1.290 -4.307 1.791
H23 -1.330 -3.214 0.403
H24 -1.186 -2.545 2.036
C21 -1.812 -1.433 -2.293
C22 -3.072 -1.801 -1.586
C23 -4.084 -2.462 -2.247
C24 -5.235 -2.849 -1.583
C25 -5.371 -2.546 -0.229
C26 -4.411 -1.849 0.460
C27 -4.543 -1.528 1.915
C28 -3.205 -1.425 -0.204
N3 -2.352 -0.673 0.443
H25 -1.952 -1.370 -3.375
H26 -1.011 -2.178 -2.101
H27 -1.465 -0.408 -1.930
H28 -3.956 -2.692 -3.299
H29 -6.014 -3.385 -2.105
H30 -6.264 -2.863 0.294
H31 -5.556 -1.697 2.274
H32 -4.264 -0.489 2.080
H33 -3.857 -2.145 2.496
O1 6.253 2.581 -5.331
C29 5.534 2.971 -4.236
O2 5.785 4.043 -3.734
C30 4.510 2.046 -3.753
C31 4.153 0.856 -4.408
C32 3.176 0.043 -3.901
C33 2.505 0.362 -2.706
S1 1.308 -0.725 -2.155
C34 2.872 1.542 -2.042
C35 3.834 2.366 -2.566
H34 5.973 1.708 -5.633
H35 4.629 0.565 -5.340
H36 2.896 -0.864 -4.418
H37 2.386 1.796 -1.109
H38 4.106 3.286 -2.068

(2)
ORCA calculation (the ωB97M-V functional and the def2-TZVPD basis) on a structure of composition C35H38N5O6PSSe2Sr at a distorted geometry.

Results
* charge: -2
* energy above the lowest of the compared OMol25 structures with the same formula, charge and spin: 44.0 kcal/mol

Positions of all 89 atoms, in Å:
Sr1 0.284 1.878 -0.182
N1 1.030 3.847 4.021
C1 -0.097 3.730 3.098
C2 0.347 3.572 1.641
O1 1.490 3.051 1.446
N2 -0.432 3.851 0.613
C3 -1.893 3.869 0.817
C4 -2.369 2.449 1.221
O2 -1.779 1.504 0.556
O3 -3.166 2.317 2.136
H1 1.390 4.797 3.964
H2 1.777 3.275 3.628
H3 -0.757 4.592 3.203
H4 -0.704 2.859 3.365
H5 -2.368 4.120 -0.134
H6 -2.251 4.578 1.569
O4 1.645 0.787 -5.466
C5 0.431 0.940 -4.729
C6 0.153 2.388 -4.313
C7 -0.264 3.153 -5.570
O5 -0.580 4.528 -5.334
C8 -0.969 2.411 -3.260
Se1 -2.797 1.789 -3.767
C9 1.410 3.043 -3.715
Se2 2.385 1.913 -2.418
H7 2.340 0.905 -4.797
H8 0.478 0.323 -3.827
H9 -0.383 0.567 -5.352
H10 -1.141 2.659 -6.000
H11 0.554 3.131 -6.291
H12 -1.390 4.507 -4.808
H13 -1.064 3.438 -2.896
H14 -0.613 1.816 -2.412
H15 1.130 3.977 -3.229
H16 2.116 3.295 -4.507
O6 3.516 0.877 1.041
N3 2.424 0.227 1.635
C10 2.445 0.374 2.900
C11 1.517 -0.252 3.874
C12 1.953 -0.168 5.199
C13 1.241 -0.738 6.241
C14 0.064 -1.414 5.957
C15 -0.383 -1.490 4.646
C16 0.316 -0.911 3.594
P1 -0.248 -1.032 1.837
C17 0.475 -2.707 1.526
C18 -0.027 -3.886 2.083
C19 0.585 -5.102 1.833
C20 1.714 -5.162 1.018
C21 2.221 -4.000 0.462
C22 1.603 -2.781 0.723
C23 -2.033 -1.433 1.900
C24 -2.549 -2.276 0.914
C25 -3.914 -2.482 0.801
C26 -4.787 -1.842 1.670
C27 -4.286 -0.976 2.632
C28 -2.920 -0.764 2.736
H17 3.234 1.039 0.119
H18 3.232 0.994 3.324
H19 2.871 0.368 5.405
H20 1.602 -0.653 7.258
H21 -0.513 -1.878 6.748
H22 -1.311 -2.011 4.435
H23 -0.915 -3.855 2.702
H24 0.177 -6.006 2.266
H25 2.186 -6.115 0.811
H26 3.078 -4.031 -0.197
H27 1.995 -1.873 0.285
H28 -1.883 -2.765 0.212
H29 -4.290 -3.124 0.015
H30 -5.856 -1.992 1.575
H31 -4.957 -0.429 3.279
H32 -2.555 -0.029 3.444
N4 -2.297 -0.191 -1.889
C29 -1.182 -0.864 -2.263
N5 0.003 -0.758 -1.724
C30 0.894 -1.619 -2.355
C31 2.266 -1.668 -2.119
C32 3.051 -2.545 -2.843
C33 2.491 -3.368 -3.825
C34 1.138 -3.291 -4.109
C35 0.354 -2.411 -3.372
S1 -1.325 -2.025 -3.571
H33 -2.221 0.405 -1.066
H34 -2.793 0.251 -2.675
H35 2.709 -0.982 -1.409
H36 4.118 -2.570 -2.665
H37 3.123 -4.041 -4.389
H38 0.706 -3.889 -4.900

(3)
ORCA calculation (the ωB97M-V functional and the def2-TZVPD basis) on a structure of composition C35H39BN5O4SV at a distorted geometry.

Results
* charge: -1
* energy above the lowest of the compared OMol25 structures with the same formula, charge and spin: 31.8 kcal/mol
* spin multiplicity: 4
* expectation value of S²: 3.7648

Positions of all 86 atoms, in Å:
V1 1.314 -0.338 0.818
N1 2.284 0.782 2.310
N2 3.632 0.746 2.738
C1 4.622 0.882 1.829
N3 5.779 1.376 2.383
S1 4.556 0.392 0.243
H1 2.176 1.779 2.009
H2 1.693 0.652 3.124
H3 3.802 1.204 3.619
H4 5.670 2.150 3.023
H5 6.493 1.524 1.689
C2 -3.169 -1.545 -2.956
C3 -1.729 -1.205 -2.642
C4 -0.803 -1.427 -3.817
O1 -1.319 -2.000 -1.533
C5 -0.722 -1.190 -0.548
C6 -1.336 0.204 -0.837
O2 -1.617 0.141 -2.240
C7 -0.466 1.472 -0.520
O3 0.268 1.232 0.618
C8 0.505 1.810 -1.695
C9 1.691 1.081 -1.841
C10 2.641 1.402 -2.797
C11 2.441 2.489 -3.636
C12 1.280 3.233 -3.502
C13 0.325 2.896 -2.548
C14 -1.450 2.630 -0.287
C15 -2.531 2.885 -1.135
C16 -3.387 3.951 -0.887
C17 -3.181 4.774 0.216
C18 -2.117 4.516 1.068
C19 -1.257 3.451 0.818
C20 -0.931 -1.848 0.875
O4 -0.067 -1.290 1.812
C21 -0.593 -3.364 0.804
C22 -0.999 -4.160 1.874
C23 -0.646 -5.499 1.958
C24 0.134 -6.081 0.963
C25 0.554 -5.298 -0.105
C26 0.202 -3.951 -0.177
C27 -2.396 -1.669 1.302
C28 -2.699 -0.744 2.293
C29 -4.011 -0.575 2.723
C30 -5.036 -1.328 2.161
C31 -4.741 -2.241 1.155
C32 -3.429 -2.412 0.730
H6 -3.263 -2.609 -3.190
H7 -3.510 -0.950 -3.804
H8 -3.786 -1.319 -2.084
H9 -0.841 -2.473 -4.130
H10 0.217 -1.170 -3.522
H11 -1.094 -0.781 -4.647
H12 0.387 -1.156 -0.739
H13 -2.266 0.287 -0.279
H14 1.941 0.251 -1.176
H15 3.550 0.815 -2.865
H16 3.192 2.765 -4.365
H17 1.117 4.103 -4.130
H18 -0.559 3.513 -2.460
H19 -2.696 2.248 -1.997
H20 -4.213 4.143 -1.564
H21 -3.844 5.612 0.402
H22 -1.943 5.153 1.929
H23 -0.415 3.247 1.467
H24 -1.599 -3.713 2.659
H25 -0.987 -6.095 2.798
H26 0.412 -7.126 1.022
H27 1.153 -5.736 -0.896
H28 0.547 -3.374 -1.024
H29 -1.882 -0.170 2.715
H30 -4.234 0.149 3.501
H31 -6.056 -1.205 2.503
H32 -5.535 -2.827 0.704
H33 -3.198 -3.130 -0.049
B1 2.824 5.801 0.559
C33 2.684 4.403 1.308
N4 2.617 3.388 1.856
H34 3.146 6.635 1.392
H35 3.699 5.670 -0.279
H36 1.754 6.076 0.047
C34 3.801 -4.065 1.202
C35 3.026 -2.841 1.048
N5 2.425 -1.872 0.911
H37 3.137 -4.893 1.449
H38 4.535 -3.944 1.999
H39 4.327 -4.296 0.276

What did the third record say?
ORCA calculation (the ωB97M-V functional and the def2-TZVPD basis) on a structure of composition C35H39BN5O4SV at a distorted geometry.

Results
* charge: -1
* energy above the lowest of the compared OMol25 structures with the same formula, charge and spin: 31.8 kcal/mol
* spin multiplicity: 4
* expectation value of S²: 3.7648

Positions of all 86 atoms, in Å:
V1 1.314 -0.338 0.818
N1 2.284 0.782 2.310
N2 3.632 0.746 2.738
C1 4.622 0.882 1.829
N3 5.779 1.376 2.383
S1 4.556 0.392 0.243
H1 2.176 1.779 2.009
H2 1.693 0.652 3.124
H3 3.802 1.204 3.619
H4 5.670 2.150 3.023
H5 6.493 1.524 1.689
C2 -3.169 -1.545 -2.956
C3 -1.729 -1.205 -2.642
C4 -0.803 -1.427 -3.817
O1 -1.319 -2.000 -1.533
C5 -0.722 -1.190 -0.548
C6 -1.336 0.204 -0.837
O2 -1.617 0.141 -2.240
C7 -0.466 1.472 -0.520
O3 0.268 1.232 0.618
C8 0.505 1.810 -1.695
C9 1.691 1.081 -1.841
C10 2.641 1.402 -2.797
C11 2.441 2.489 -3.636
C12 1.280 3.233 -3.502
C13 0.325 2.896 -2.548
C14 -1.450 2.630 -0.287
C15 -2.531 2.885 -1.135
C16 -3.387 3.951 -0.887
C17 -3.181 4.774 0.216
C18 -2.117 4.516 1.068
C19 -1.257 3.451 0.818
C20 -0.931 -1.848 0.875
O4 -0.067 -1.290 1.812
C21 -0.593 -3.364 0.804
C22 -0.999 -4.160 1.874
C23 -0.646 -5.499 1.958
C24 0.134 -6.081 0.963
C25 0.554 -5.298 -0.105
C26 0.202 -3.951 -0.177
C27 -2.396 -1.669 1.302
C28 -2.699 -0.744 2.293
C29 -4.011 -0.575 2.723
C30 -5.036 -1.328 2.161
C31 -4.741 -2.241 1.155
C32 -3.429 -2.412 0.730
H6 -3.263 -2.609 -3.190
H7 -3.510 -0.950 -3.804
H8 -3.786 -1.319 -2.084
H9 -0.841 -2.473 -4.130
H10 0.217 -1.170 -3.522
H11 -1.094 -0.781 -4.647
H12 0.387 -1.156 -0.739
H13 -2.266 0.287 -0.279
H14 1.941 0.251 -1.176
H15 3.550 0.815 -2.865
H16 3.192 2.765 -4.365
H17 1.117 4.103 -4.130
H18 -0.559 3.513 -2.460
H19 -2.696 2.248 -1.997
H20 -4.213 4.143 -1.564
H21 -3.844 5.612 0.402
H22 -1.943 5.153 1.929
H23 -0.415 3.247 1.467
H24 -1.599 -3.713 2.659
H25 -0.987 -6.095 2.798
H26 0.412 -7.126 1.022
H27 1.153 -5.736 -0.896
H28 0.547 -3.374 -1.024
H29 -1.882 -0.170 2.715
H30 -4.234 0.149 3.501
H31 -6.056 -1.205 2.503
H32 -5.535 -2.827 0.704
H33 -3.198 -3.130 -0.049
B1 2.824 5.801 0.559
C33 2.684 4.403 1.308
N4 2.617 3.388 1.856
H34 3.146 6.635 1.392
H35 3.699 5.670 -0.279
H36 1.754 6.076 0.047
C34 3.801 -4.065 1.202
C35 3.026 -2.841 1.048
N5 2.425 -1.872 0.911
H37 3.137 -4.893 1.449
H38 4.535 -3.944 1.999
H39 4.327 -4.296 0.276

Q: What is the formula in the first record?
A: C35H38N3O2PdS